Below is a single C7H11N3O3S molecule at a distorted geometry, with properties calculated with wB97M-V/def2-TZVPD.

Results
Maximum force   0.0704 hartree/bohr
M   217.250 g mol⁻¹
E_HOMO   -0.3496 Ha
Multiplicity   1
Kohn-Sham gap   9.655 eV

Geometry as XYZ:
```
25
C7H11N3O3S, DFT wB97M-V/def2-TZVPD
C 0.04 -0.76 0.40
C 0.08 2.45 0.20
C -0.78 0.42 0.61
C -0.45 1.44 -0.46
C -2.25 0.28 0.67
C -0.61 1.30 -1.93
C -0.06 -3.04 0.00
N 1.26 -0.86 0.52
N 0.19 2.15 1.56
N -0.23 1.02 1.89
O 3.60 -0.47 1.27
O 2.81 0.50 -0.87
O -0.73 -1.81 0.17
S 2.46 0.46 0.52
H 3.92 -1.05 0.58
H 0.42 3.44 -0.13
H -2.60 -0.48 1.44
H -2.75 0.08 -0.19
H -2.74 1.23 0.80
H -0.74 2.26 -2.36
H -1.49 0.69 -2.22
H 0.18 0.82 -2.39
H -0.52 -3.53 -0.88
H -0.14 -3.71 0.90
H 1.14 -2.83 -0.10
```

Quick look at the Löwdin charges, all values in e: -0.4685, -0.1019, -0.4191, -0.2169, -0.0026, 0.0059, -0.0624, -0.0184, 0.0070, 0.1123, -0.2834, -0.4310, -0.0422, 0.9031, 0.0435, 0.1334, 0.1312, 0.0479, 0.0980, 0.0760, 0.1012, 0.0678, 0.0899, 0.0979, 0.1314

***

Below is a gas-phase ion, C7H11N4 (charge +1) at a distorted geometry, with properties calculated with wB97M-V/def2-TZVPD.

Results
Maximum force   0.1177 hartree/bohr
M   151.193 g mol⁻¹
SMILES   C[N@+]1(N)C=Cc2c(N)ccn21
E_HOMO   -0.4180 Ha
Multiplicity   1
Charge   +1
Kohn-Sham gap   7.933 eV

Geometry as XYZ:
```
22
C7H11N4, DFT wB97M-V/def2-TZVPD
C -2.23 0.73 0.31
N -1.31 -0.45 0.43
N -1.78 -1.75 0.13
C -0.60 -0.31 1.73
C 0.70 0.04 1.64
C 0.97 0.07 0.25
C 1.95 0.19 -0.70
N 3.23 0.51 -0.47
C 1.30 0.23 -1.96
C 0.00 0.05 -1.82
N -0.22 -0.18 -0.43
H -2.46 0.99 -0.71
H -2.95 0.87 0.98
H -1.48 1.64 0.55
H -2.51 -1.97 0.86
H -0.92 -2.28 0.32
H -1.24 -0.63 2.47
H 1.32 0.34 2.53
H 3.60 1.05 -1.15
H 3.69 0.42 0.41
H 1.76 0.37 -2.90
H -0.82 0.09 -2.48
```

Quick look at the Löwdin charges, all values in e: 0.0711, -0.2887, 0.1717, -0.0376, 0.0713, -0.1791, -0.2535, 0.1681, 0.0039, 0.0057, -0.0394, 0.1009, 0.0576, 0.1781, 0.1446, 0.1359, 0.1056, 0.1639, 0.0665, 0.1166, 0.1177, 0.1190

***

Below is a gas-phase ion, C7H11N6 (charge +1) at a distorted geometry, with properties calculated with wB97M-V/def2-TZVPD.

Results
Maximum force   0.1039 hartree/bohr
M   179.207 g mol⁻¹
SMILES   CC1=N/[N+](=c2\nccc[nH]2)N(C)N1
E_HOMO   -0.4372 Ha
Multiplicity   1
Charge   +1
Kohn-Sham gap   7.842 eV

Geometry as XYZ:
```
24
C7H11N6, DFT wB97M-V/def2-TZVPD
C 3.09 -1.95 0.11
C 1.95 -1.09 0.29
N 0.78 -1.46 -0.04
N -0.10 -0.53 0.18
C -1.41 -0.51 0.13
N -2.12 -1.53 -0.28
C -3.43 -1.50 -0.26
C -4.13 -0.29 0.06
C -3.38 0.75 0.39
N -2.05 0.64 0.52
N 0.73 0.98 0.42
C 0.72 1.85 -0.68
N 2.01 0.28 0.55
H 2.88 -2.88 0.53
H 3.91 -1.44 0.71
H 3.49 -2.09 -0.83
H -3.83 -2.36 -0.82
H -5.24 -0.10 0.23
H -3.79 1.70 0.56
H -1.48 1.50 0.47
H 1.21 1.40 -1.59
H -0.29 2.13 -1.07
H 1.24 2.76 -0.37
H 2.62 0.82 0.98
```

Quick look at the Löwdin charges, all values in e: 0.0198, -0.3383, 0.1449, 0.0538, -0.3160, 0.1624, -0.0264, -0.0182, -0.0701, 0.1651, -0.0332, -0.1082, 0.1092, 0.0779, 0.1245, 0.0739, 0.1400, 0.1501, 0.1315, 0.1512, 0.1125, 0.0959, 0.1062, 0.0915

***

Below is 2 unconnected molecules or ions with the total composition C7H11N6O2 at a distorted geometry, with properties calculated with wB97M-V/def2-TZVPD.

Results
Maximum force   0.0705 hartree/bohr
M   211.205 g mol⁻¹
E_HOMO   -0.4280 Ha
Multiplicity   1
Charge   +1
Kohn-Sham gap   8.545 eV

Geometry as XYZ:
```
26
C7H11N6O2, DFT wB97M-V/def2-TZVPD
C 2.41 -0.69 2.03
C 0.28 -0.26 1.60
C 0.72 -1.33 0.87
C -1.10 0.16 1.47
C 0.20 1.75 -1.02
C -1.17 -1.43 -0.37
C 1.12 1.01 -1.61
N 2.08 -1.55 1.09
N 1.31 0.17 2.36
N 0.01 -1.99 -0.08
N -1.76 -0.46 0.30
N -1.02 1.82 -1.55
N -1.85 -1.95 -1.40
O -1.64 0.93 2.15
O 0.41 2.53 0.09
H 3.34 -0.39 2.42
H 0.81 0.39 -2.49
H 2.13 0.85 -1.26
H 1.10 0.80 3.09
H 0.46 -2.79 -0.48
H -2.34 0.15 -0.27
H -1.12 1.46 -2.50
H -1.40 2.71 -1.36
H -2.74 -1.47 -1.74
H -1.39 -2.69 -1.96
H 1.17 2.25 0.61
```

Quick look at the Löwdin charges, all values in e: -0.0674, -0.1706, -0.2501, -0.3725, -0.5778, -0.3748, 0.0276, 0.1599, 0.1579, 0.2247, 0.2305, 0.1272, 0.1993, 0.2008, 0.0738, 0.1230, 0.0808, 0.0624, 0.1576, 0.1766, 0.1584, 0.1230, 0.0997, 0.1782, 0.1497, 0.1020

***

Below is a single C7H11NO molecule at a distorted geometry, with properties calculated with wB97M-V/def2-TZVPD.

Results
Maximum force   0.1064 hartree/bohr
M   125.171 g mol⁻¹
SMILES   COC1=CC=CC[C@H]1N
E_HOMO   -0.2716 Ha
Multiplicity   1
Kohn-Sham gap   8.212 eV

Geometry as XYZ:
```
20
C7H11NO, DFT wB97M-V/def2-TZVPD
C -2.92 -0.33 0.08
O -1.84 0.56 0.28
C -0.60 0.12 0.11
C -0.26 -1.22 -0.30
C 1.09 -1.72 -0.36
C 2.17 -0.91 0.06
C 1.88 0.40 0.74
C 0.51 1.11 0.26
N 0.78 2.14 -0.76
H -3.82 0.25 0.16
H -2.80 -0.95 -0.87
H -3.06 -1.07 0.96
H -1.05 -1.86 -0.68
H 1.34 -2.73 -0.57
H 3.17 -1.15 -0.14
H 2.77 1.06 0.54
H 1.73 0.40 1.76
H 0.19 1.64 1.16
H 0.82 1.60 -1.67
H -0.09 2.69 -0.78
```

Quick look at the Löwdin charges, all values in e: -0.0847, -0.0780, -0.2475, -0.0344, -0.0989, -0.0811, -0.1313, -0.3292, 0.0485, 0.0749, 0.1058, 0.1244, 0.0740, 0.0815, 0.0664, 0.1246, 0.0771, 0.1318, 0.1013, 0.0749

***

Below is a molecular structure, C7H11NO at a distorted geometry, with properties calculated with wB97M-V/def2-TZVPD.

Results
Maximum force   0.0870 hartree/bohr
M   125.171 g mol⁻¹
E_HOMO   -0.2837 Ha
Multiplicity   1
Kohn-Sham gap   7.644 eV

Geometry as XYZ:
```
20
C7H11NO, DFT wB97M-V/def2-TZVPD
N 2.39 1.80 0.51
C 2.47 0.73 -0.03
C 2.07 -0.30 -0.85
C 1.31 -1.51 -0.36
C 0.19 -0.72 -0.95
C -0.84 -0.17 -0.17
C -2.31 -0.30 -0.31
C -1.62 -0.81 0.94
H 2.61 -0.37 -1.80
H 1.57 -2.42 -0.91
H 1.27 -1.58 0.74
H -0.03 -0.89 -2.01
H 1.11 2.35 0.73
H -2.91 0.61 -0.24
H -2.70 -1.04 -1.01
H -1.55 -1.89 1.08
H -1.74 -0.24 1.86
O -0.26 2.64 0.75
H -0.58 1.35 0.34
H -0.45 2.74 1.69
```

Quick look at the Löwdin charges, all values in e: 0.1144, -0.1653, -0.1612, -0.1464, -0.0778, -0.3438, -0.1363, -0.1379, 0.1181, 0.1139, 0.1252, 0.1363, 0.1636, 0.0941, 0.0990, 0.0991, 0.0908, -0.2088, 0.2019, 0.0213

***

Below is a single C7H11NO molecule at a distorted geometry, with properties calculated with wB97M-V/def2-TZVPD.

Results
Maximum force   0.1384 hartree/bohr
M   125.171 g mol⁻¹
SMILES   C[C@]12C[C@@H]1[C@H]1N[C@@H]1CO2
E_HOMO   -0.2783 Ha
Multiplicity   1
Kohn-Sham gap   8.570 eV

Geometry as XYZ:
```
20
C7H11NO, DFT wB97M-V/def2-TZVPD
C 0.18 1.02 1.36
C 0.95 0.58 0.11
C 1.05 1.70 -0.80
C 0.07 0.47 -1.13
C -1.19 -0.05 -0.68
N -2.14 -1.05 -0.68
C -0.59 -1.39 -0.53
C 0.41 -1.54 0.72
O 1.50 -0.77 0.15
H -0.37 2.05 1.10
H -0.72 0.43 1.69
H 1.16 1.02 2.13
H 1.99 2.21 -1.50
H 0.73 2.45 0.16
H 0.81 -0.20 -1.80
H -1.40 0.52 0.29
H -2.50 -1.39 -1.50
H -0.28 -2.16 -1.51
H -0.34 -1.34 1.63
H 0.68 -2.56 0.78
```

Quick look at the Löwdin charges, all values in e: -0.0885, -0.5451, -0.0445, -0.1819, -0.3447, 0.1088, -0.1691, -0.1411, -0.0772, 0.1219, 0.0636, 0.1784, 0.1658, 0.1195, 0.1794, 0.1288, 0.0512, 0.2145, 0.1634, 0.0970

***

Below is a single C7H11NO molecule at a distorted geometry, with properties calculated with wB97M-V/def2-TZVPD.

Results
Maximum force   0.1327 hartree/bohr
M   125.171 g mol⁻¹
SMILES   O=C=NC1CCCCC1
E_HOMO   -0.3580 Ha
Multiplicity   1
Kohn-Sham gap   10.500 eV

Geometry as XYZ:
```
20
C7H11NO, DFT wB97M-V/def2-TZVPD
O -1.11 0.46 -3.88
C -1.09 0.87 -2.81
N -0.90 1.56 -1.74
C -0.32 0.84 -0.65
C 1.18 0.53 -0.62
C 1.38 -0.27 0.76
C 0.49 -0.08 1.92
C -0.90 -0.84 1.24
C -1.20 -0.36 -0.29
H -0.47 1.25 0.35
H 1.88 1.45 -0.60
H 1.40 -0.09 -1.51
H 1.00 -1.39 0.38
H 2.58 -0.27 1.15
H 0.52 1.00 1.76
H 1.07 -0.45 2.86
H -1.54 -0.51 1.97
H -0.74 -2.08 1.25
H -2.22 -0.21 -0.86
H -1.00 -1.39 -0.69
```

Quick look at the Löwdin charges, all values in e: 0.2145, -0.2861, 0.1356, -0.4365, -0.1394, -0.2954, -0.1969, -0.1225, -0.1625, 0.1135, 0.1319, 0.1085, 0.1256, 0.1571, 0.0878, 0.1395, 0.0300, 0.1586, 0.1425, 0.0942

***

Below is a single C7H11NO molecule at a distorted geometry, with properties calculated with wB97M-V/def2-TZVPD.

Results
Maximum force   0.0673 hartree/bohr
M   125.171 g mol⁻¹
SMILES   O=C[C@@]12CCNC[C@H]1C2
E_HOMO   -0.3270 Ha
Multiplicity   1
Kohn-Sham gap   9.803 eV

Geometry as XYZ:
```
20
C7H11NO, DFT wB97M-V/def2-TZVPD
O -1.11 -0.69 -1.98
C -0.18 -0.95 -1.28
C 0.69 0.13 -0.55
C 0.03 1.48 -0.55
C -0.80 1.45 0.77
N -1.28 0.16 1.22
C -0.20 -0.89 1.51
C 1.02 -0.27 0.85
C 2.00 -0.52 -0.23
H 0.09 -1.96 -0.86
H 0.73 2.36 -0.57
H -0.59 1.54 -1.42
H -0.16 1.88 1.58
H -1.69 2.09 0.67
H -1.86 -0.20 0.48
H -0.53 -1.85 1.11
H -0.03 -1.04 2.60
H 1.42 0.50 1.51
H 2.87 0.06 -0.22
H 2.15 -1.51 -0.68
```

Quick look at the Löwdin charges, all values in e: 0.0884, -0.2123, -0.3383, -0.1063, -0.2383, -0.0493, -0.1228, -0.2381, -0.0219, 0.1342, 0.1323, 0.0902, 0.1197, 0.1218, 0.0890, 0.1007, 0.1094, 0.1388, 0.0922, 0.1105

***

Below is a molecular structure, C7H11NO2 at a distorted geometry, with properties calculated with wB97M-V/def2-TZVPD.

Results
Maximum force   0.2616 hartree/bohr
M   141.170 g mol⁻¹
E_HOMO   -0.3419 Ha
Multiplicity   1
Kohn-Sham gap   9.477 eV

Geometry as XYZ:
```
21
C7H11NO2, DFT wB97M-V/def2-TZVPD
C -2.40 1.47 0.65
C -2.58 0.36 0.04
C -1.49 -0.55 -0.11
C 0.88 -1.30 0.10
C 2.08 -0.80 0.60
C 1.72 1.33 -0.16
C 0.37 0.97 -0.82
H -3.30 1.92 0.78
H -1.12 1.96 0.96
H -3.27 -0.16 -0.12
H 1.09 -1.56 -0.83
H 0.36 -1.95 0.77
H 2.08 -0.48 1.95
H 2.77 -1.49 0.75
H 2.25 2.19 -0.78
H 1.63 1.74 0.72
H -0.60 2.10 -0.69
H 0.28 0.53 -1.92
N -0.12 -0.25 0.10
O -1.73 -1.80 -0.39
O 2.63 0.31 -0.12
```

Quick look at the Löwdin charges, all values in e: 0.0508, -0.1107, -0.3708, -0.1936, -0.2066, -0.2774, -0.0578, 0.0276, 0.1945, 0.0082, 0.1041, 0.1468, 0.2159, 0.0632, 0.1663, 0.0496, 0.1969, 0.1492, -0.0656, 0.0060, -0.0966

***

- The highest maximum force belongs to which entry?
  C7H11NO2

***

- Look up the multiplicity of the seventh one.
  1